[1]
The following is a quantum chemistry calculation of a molecular structure, C17H13N4O2SW, from the Open Molecules 2025 dataset.

ORCA input file:
```
! RIJCOSX wB97M-V def2-TZVPD def2/J DEFGRID3
* xyz 1 1
W -1.493 0.526 0.112
O -2.042 1.159 1.778
C -1.217 1.840 2.663
C -1.653 2.282 3.893
C -0.743 3.014 4.645
C 0.533 3.282 4.161
C 0.942 2.816 2.918
C 0.054 2.072 2.158
C 0.317 1.430 0.843
N 0.386 0.046 0.869
N 1.259 -0.502 -0.091
C 0.798 -0.397 -1.277
O -0.446 0.145 -1.452
C 1.491 -0.849 -2.489
C 2.771 -1.393 -2.379
C 3.431 -1.825 -3.514
C 2.822 -1.715 -4.759
C 1.551 -1.173 -4.868
C 0.881 -0.738 -3.735
H -2.657 2.078 4.237
H -1.035 3.390 5.615
H 1.218 3.864 4.764
H 1.939 3.021 2.552
H 0.923 1.953 0.105
H 3.236 -1.469 -1.406
H 4.425 -2.245 -3.430
H 3.343 -2.053 -5.645
H 1.079 -1.085 -5.837
H -0.109 -0.312 -3.819
C -1.625 -3.911 1.653
C -1.646 -2.574 1.098
N -1.666 -1.526 0.642
H -0.687 -4.391 1.379
H -2.469 -4.476 1.261
H -1.699 -3.835 2.738
S -5.191 1.510 -2.628
C -3.981 1.158 -1.731
N -3.041 0.884 -1.021
*
```

natural (NBO) charges in e: number 1, W, carries 2.013; number 2, O, carries -0.606; number 3, C, carries 0.337; number 4, C, carries -0.256; number 5, C, carries -0.176; number 6, C, carries -0.195; number 7, C, carries -0.162; number 8, C, carries -0.118; number 9, C, carries -0.200; number 10, N, carries -0.390; number 11, N, carries -0.292; number 12, C, carries 0.505; number 13, O, carries -0.658; number 14, C, carries -0.083; number 15, C, carries -0.182; number 16, C, carries -0.204; number 17, C, carries -0.172; number 18, C, carries -0.207; number 19, C, carries -0.192; number 20, H, carries 0.241; number 21, H, carries 0.233; number 22, H, carries 0.233; number 23, H, carries 0.231; number 24, H, carries 0.237; number 25, H, carries 0.237; number 26, H, carries 0.227; number 27, H, carries 0.227; number 28, H, carries 0.227; number 29, H, carries 0.228; number 30, C, carries -0.742; number 31, C, carries 0.598; number 32, N, carries -0.457; number 33, H, carries 0.294; number 34, H, carries 0.289; number 35, H, carries 0.293; number 36, S, carries 0.200; number 37, C, carries 0.237; number 38, N, carries -0.798



[2]
The following is a quantum chemistry calculation of a molecular structure, C17H13N4O4RuS2, from the Open Molecules 2025 dataset.

ORCA input file:
```
! RIJCOSX wB97M-V def2-TZVPD def2/J DEFGRID3
* xyz 1 5
Ru -0.476 0.290 -0.444
C -0.709 -3.507 0.465
C -1.855 -2.571 0.321
N -1.808 -1.268 0.084
C -3.114 -0.808 0.048
C -3.957 -1.842 0.278
N -3.146 -2.932 0.438
C -5.436 -2.019 0.361
O -6.175 -0.934 0.278
O -5.869 -3.133 0.491
C -3.332 0.613 -0.277
O -4.434 1.111 -0.335
O -2.211 1.240 -0.580
H 0.225 -2.958 0.408
H -0.723 -4.258 -0.325
H -0.753 -4.023 1.424
H -3.513 -3.856 0.624
H -5.632 -0.111 0.180
C 0.319 0.610 -3.510
C 0.309 1.936 -2.816
C 0.385 3.120 -3.565
C 0.372 4.325 -2.931
C 0.314 4.380 -1.526
C 0.340 5.611 -0.821
C 0.322 5.642 0.550
C 0.285 4.446 1.264
C 0.229 3.206 0.617
S 0.176 1.800 1.557
C 0.244 3.169 -0.824
N 0.230 1.971 -1.482
H 0.493 0.739 -4.576
H -0.635 0.096 -3.388
H 1.100 -0.026 -3.097
H 0.438 3.058 -4.643
H 0.415 5.249 -3.497
H 0.388 6.532 -1.389
H 0.350 6.585 1.079
H 0.288 4.460 2.346
S 3.558 -1.963 -0.066
C 2.191 -1.231 -0.244
N 1.138 -0.669 -0.387
*
```

Values from the calculation:
Expectation value of S²: 6.07

natural (NBO) charges in e: number 1, Ru, carries 1.138; number 2, C, carries -0.668; number 3, C, carries 0.444; number 4, N, carries -0.506; number 5, C, carries -0.020; number 6, C, carries 0.045; number 7, N, carries -0.463; number 8, C, carries 0.764; number 9, O, carries -0.640; number 10, O, carries -0.556; number 11, C, carries 0.788; number 12, O, carries -0.582; number 13, O, carries -0.702; number 14, H, carries 0.250; number 15, H, carries 0.254; number 16, H, carries 0.254; number 17, H, carries 0.462; number 18, H, carries 0.518; number 19, C, carries -0.670; number 20, C, carries 0.318; number 21, C, carries -0.255; number 22, C, carries -0.075; number 23, C, carries -0.041; number 24, C, carries -0.100; number 25, C, carries -0.218; number 26, C, carries -0.101; number 27, C, carries -0.243; number 28, S, carries 0.242; number 29, C, carries 0.177; number 30, N, carries -0.446; number 31, H, carries 0.247; number 32, H, carries 0.244; number 33, H, carries 0.253; number 34, H, carries 0.246; number 35, H, carries 0.238; number 36, H, carries 0.235; number 37, H, carries 0.247; number 38, H, carries 0.245; number 39, S, carries 0.145; number 40, C, carries 0.163; number 41, N, carries -0.631



Result set for calculated total energy: -40549.5186; -56238.6866 eV, one per record in the order listed.